This record from OMol25 describes a single CH5BrN2 molecule. The level of theory is ωB97M-V/def2-TZVPD.

Structure (XYZ):
```
9
Properties=species:S:1:pos:R:3:forces:R:3:nbo_charge:R:1
C 1.090973 -0.382733 0.217559 -4.3041 2.5237 -1.5256 -0.411
N -0.594482 -0.284556 0.480309 3.1384 0.5891 -1.4488 -0.175
N -1.190661 0.082485 -0.672458 2.7321 1.0734 -1.0272 -0.623
Br -0.531783 1.216232 1.988172 -0.2708 -0.0632 -0.3863 -0.157
H 1.099570 -0.989889 -0.655356 0.5894 -1.6631 0.1843 0.207
H 1.528946 0.557687 -0.146775 -0.7007 0.2954 0.1623 0.191
H 1.429958 -0.458948 1.190335 1.0280 -1.5202 1.5963 0.234
H -2.088761 -0.224234 -0.852351 -2.0466 -0.7853 0.3000 0.374
H -0.743759 0.483956 -1.549433 -0.1657 -0.4499 2.1450 0.360
```
Positions in Å, forces in eV/Å.

Its energy above the lowest of the compared OMol25 structures with the same formula, charge and spin is 1.307 eV. The SMILES is CN(N)Br. Its total energy is -74137.6529 eV. Its total charge is 0. As for the LUMO energy: 0.14 eV. As for the gap between HOMO and LUMO: 9.0 eV.

This record from OMol25 describes a molecular structure, C19H38AlBCl2FGaLiMgN2O7PS. The level of theory is ωB97M-V/def2-TZVPD.

Structure (XYZ):
```
76
Properties=species:S:1:pos:R:3:forces:R:3:mulliken_charge:R:1
C -3.024063 2.443632 -3.009247 0.0516 0.8367 0.4343 -0.665
C -2.329760 3.831273 -2.877177 0.2479 -0.7177 -0.9643 -0.391
C -0.800498 3.780954 -2.676141 -0.8084 1.0012 0.8473 -0.646
C -0.334349 3.719803 -1.203043 0.4713 -0.7263 -0.5553 0.219
C -0.582610 2.280226 -0.651442 -0.0279 0.3577 -0.3742 -0.444
Ga -1.116487 5.221320 -0.057949 -0.4919 -0.3109 -1.5955 0.029
P -2.177073 4.593482 1.992540 0.3337 0.1830 1.1832 0.133
S -1.353212 3.064611 2.899499 -0.0113 -0.0014 -0.3109 -0.212
B 0.459132 6.550730 0.534508 1.1576 0.3418 0.8358 0.406
N 1.560030 6.266449 1.350071 -1.5521 0.0446 0.3504 -0.391
O 0.344124 7.857134 -0.005834 0.4350 -0.1203 0.5771 -0.302
H -3.661760 2.454477 -3.889352 -0.1389 -0.2706 0.1030 0.422
H -3.624316 2.277032 -2.114833 -0.0779 -0.4305 -0.1427 0.300
H -2.290020 1.635482 -3.121967 -0.0212 0.0070 -0.0679 -0.316
H -2.831401 4.427922 -2.121120 0.0442 0.0028 0.0076 0.145
H -2.495105 4.332912 -3.831868 -0.0289 0.1886 0.1206 0.371
H -0.381922 4.691955 -3.108091 0.1015 -0.1790 -0.2469 0.406
H -0.449793 2.889251 -3.210072 0.3892 0.2101 -0.0127 0.075
H 0.748279 3.869413 -1.226291 -0.0407 0.0234 0.1060 0.573
H -1.416420 2.184309 0.038793 0.1532 -0.0843 0.1783 0.355
H -0.830319 1.659671 -1.524087 0.1014 0.0162 0.2113 -0.522
H 0.347827 1.885300 -0.242393 -0.2605 -0.0718 0.4111 0.333
H -2.196956 6.018686 -0.905973 -0.2196 -0.0166 0.3907 -0.166
H -2.054803 5.720193 2.845189 -0.2693 0.1525 -0.2511 0.053
H -3.569778 4.468835 1.809533 0.0715 0.0744 -0.1184 0.162
H 1.782679 7.051400 1.959605 0.7514 -0.0658 -0.2096 0.224
H 1.484323 5.413363 1.893264 0.4396 -0.1085 -0.1227 0.289
H -0.502750 8.234038 0.238362 -0.7858 -0.8814 -2.1636 0.160
C 2.822438 -1.275607 -1.966964 -0.5344 0.9127 -1.4609 -0.470
C 1.867428 -0.335434 -2.653184 0.5673 -0.3017 -0.0451 0.653
O 0.671843 -0.367145 -2.383201 -0.6646 -0.0590 -0.2590 -0.484
C 2.439501 0.609179 -3.653341 -0.4463 0.2694 -0.0279 -1.147
H 2.245318 -1.894153 -1.290830 -0.4404 0.6098 -1.5639 0.385
H 3.300229 -1.924745 -2.706327 0.1017 0.0906 0.0796 -0.151
H 3.581375 -0.720865 -1.408912 -0.0521 -0.1405 -0.0452 0.425
H 2.916218 0.046924 -4.458405 0.1337 -0.0006 0.1087 0.348
H 3.177159 1.256424 -3.174858 0.1206 -0.1211 -0.0554 0.389
H 1.646263 1.226696 -4.070620 0.0220 0.0458 -0.0475 0.267
C 0.025724 -0.906357 4.006999 0.0431 0.2980 -0.0758 -0.502
C 1.113360 -0.132593 4.016007 -0.0689 -0.3197 -0.1707 -0.300
C 2.479367 -0.726883 3.862279 0.3297 0.1075 0.1677 0.301
O 3.464734 -0.021041 3.800095 -0.3432 -0.0409 -0.0352 -0.553
C 2.585757 -2.210686 3.787103 2.3379 1.6053 -0.0602 -0.565
C 1.530266 -2.948088 3.789021 -0.9175 -0.9613 0.2780 -0.227
C 0.185057 -2.363684 3.847797 2.4400 0.5286 0.0590 0.532
O -0.668513 -3.160654 3.688998 -3.7618 -1.2079 -0.1508 -0.595
H -0.983407 -0.515451 4.056687 0.0033 -0.0120 0.0940 0.450
H 1.062338 0.945849 4.086878 0.0571 0.0277 0.0564 0.417
H 3.584056 -2.623507 3.700425 0.0600 0.1663 0.0495 0.508
H 1.575490 -4.026554 3.712151 -0.1439 0.0037 0.0062 0.441
Li -1.194666 -0.479202 -2.711516 0.5947 0.0005 0.1640 0.898
Al 2.630995 -2.543118 0.275656 9.0750 7.4344 0.6246 -0.395
O -0.061305 7.535789 -3.283752 0.0995 -0.1680 0.1559 -0.589
H 0.306271 7.797095 -2.433661 0.0175 0.0786 -0.0352 0.255
H 0.689875 7.568964 -3.886524 -0.0758 0.0477 -0.0809 0.314
C -1.014876 -5.439585 1.590702 0.1520 -0.2075 -1.0740 -0.169
C -0.470221 -5.157450 0.244869 -0.2726 -0.4857 0.2087 0.516
N -0.006531 -4.891220 -0.772690 -0.4881 -0.1612 -0.1009 -0.502
H -0.548070 -6.303366 2.051283 0.0724 -0.1010 -0.2492 0.192
H -0.796258 -4.583907 2.174565 0.0616 0.7703 0.6834 -0.204
H -2.091478 -5.594037 1.555635 0.0608 -0.0478 -0.1169 0.297
O -1.585940 -8.306753 1.984111 -0.2760 0.5279 0.8327 -0.396
C -2.225115 -9.165209 2.568152 1.2449 -3.1626 -4.3845 -0.292
C -2.823223 -8.292143 4.262491 -1.0768 2.5535 3.7478 -0.110
O -3.442885 -9.178781 4.810287 0.2072 -0.4107 -0.6875 -0.396
H -1.709778 -10.068364 2.940948 0.2513 0.6075 1.1777 0.320
H -3.180259 -9.518171 2.139233 -0.6700 0.9462 0.6602 0.316
H -3.344383 -7.413924 3.839236 -0.2308 -0.4960 -0.8497 0.257
H -1.843961 -7.959861 4.651785 0.4833 -0.7586 -0.4670 0.279
F 1.676304 -3.554086 0.607010 -8.0206 -8.3881 2.8902 0.186
Mg -0.697202 9.054152 1.853392 0.0017 0.5731 1.4052 0.430
C 2.422009 -4.192517 -4.566823 0.0177 -0.1923 0.0876 -0.185
Cl 1.567652 -2.690839 -5.005789 -0.0642 -0.0467 -0.0229 -0.142
Cl 4.095686 -3.872501 -4.102846 -0.0139 -0.0803 -0.0690 -0.148
H 1.907513 -4.654529 -3.731837 -0.0423 0.1014 0.0539 0.212
H 2.414840 -4.851912 -5.426199 0.0340 0.1099 -0.0765 0.334
```
Positions in Å, forces in eV/Å.

Its energy above the lowest of the compared OMol25 structures with the same formula, charge and spin is 0.000 eV. Its total energy is -150794.5703 eV. Its total charge is +2. As for the LUMO energy: -9.70 eV. As for the gap between HOMO and LUMO: 1.6 eV.

This record from OMol25 describes 13 unconnected molecules or ions with the total composition C5H38N2O13. The level of theory is ωB97M-V/def2-TZVPD.

Structure (XYZ):
```
58
Properties=species:S:1:pos:R:3:forces:R:3:nbo_charge:R:1
C -0.103155 -0.290126 0.202772 1.0157 0.3613 1.2545 -0.670
C 0.382435 0.706656 -0.812278 -0.5277 -1.0373 -2.7816 -0.010
C 1.736347 0.275586 -1.438743 0.4605 0.1177 0.2648 -0.443
C 3.052960 0.679144 -0.803518 -0.1268 2.0350 -0.2527 -0.220
N 3.111201 2.180479 -0.712865 0.0309 -0.3861 0.3215 -0.874
N -0.469375 0.681234 -2.057620 -0.6590 -0.3787 -0.1493 -0.672
C -1.791840 1.188879 -2.102525 -0.7666 -0.3156 0.8631 0.088
O -2.600831 0.626779 -0.991874 0.0352 1.0365 0.3002 -0.818
H -0.149429 -1.349686 -0.036506 0.4285 0.3148 -0.8496 0.214
H 0.592496 -0.271980 1.028338 0.2362 0.1522 0.0741 0.204
H -1.051960 -0.025105 0.611911 -0.4181 0.1643 0.2606 0.218
H 0.314524 1.749702 -0.517392 0.3900 -0.0795 0.6681 0.203
H 1.755665 -0.797439 -1.636029 -0.3185 -0.1678 0.3427 0.221
H 1.749614 0.686738 -2.447897 0.1023 0.2395 0.0144 0.223
H 3.822209 0.476033 -1.543321 0.2568 -0.6606 0.2343 0.199
H 3.330631 0.305343 0.180675 -0.3473 -0.7919 -0.0896 0.174
H 2.274618 2.559226 -0.267711 0.1250 -0.2823 0.0399 0.374
H 3.836090 2.364388 -0.034403 0.2669 0.3750 -0.0096 0.351
H -0.468423 -0.272548 -2.414498 0.2112 0.2184 -0.1147 0.377
H -1.863299 2.271494 -2.021542 0.2739 0.0816 -0.0170 0.190
H -2.336577 0.810300 -2.968649 0.5788 0.3172 -0.4410 0.177
H -3.443169 1.088069 -0.885902 0.0944 0.0026 -0.3432 0.493
H 1.085633 -4.738318 -0.533894 -0.2294 0.0035 0.2681 0.486
H 0.654265 -3.352793 -0.996003 -0.5668 -0.1491 0.0518 0.504
O 0.404394 -4.067517 -0.376946 0.9806 -0.2614 -0.3469 -0.986
H 0.769336 -0.547209 2.741349 -0.4836 0.0246 0.1041 0.505
H 1.168416 -1.508388 3.829455 -0.1688 -0.4051 -0.1611 0.487
O 0.885224 -1.497356 2.904139 0.6584 0.6610 0.7110 -0.975
H 1.761985 -3.036044 0.994126 0.2533 0.2379 0.4012 0.479
H 2.753929 -2.195594 1.876674 -0.4991 0.0508 -0.0366 0.478
O 2.643253 -3.018068 1.397500 0.4044 -0.5796 -0.5555 -0.964
H -0.270201 -2.441936 2.046666 0.3030 -0.3603 0.1272 0.502
H -0.619919 -3.695684 1.095870 0.5181 0.2445 0.2390 0.501
O -0.964731 -2.999479 1.669787 -1.3369 -0.0196 -0.2357 -1.016
H 0.068250 -3.229315 -3.112334 -0.0970 0.0622 -0.1121 0.485
H -1.056231 -2.527304 -2.316199 0.1293 -0.0944 0.2270 0.510
O -0.099293 -2.506672 -2.498324 -0.1536 0.2014 -0.2807 -0.977
H -1.996498 -0.956541 -0.794501 -0.9932 -0.2825 -0.1545 0.503
H -1.736891 -2.198280 0.012701 -0.7293 -0.3625 -0.2247 0.495
O -2.371327 -1.847787 -0.660134 1.1453 -0.7254 0.3064 -1.014
H -3.677695 -2.490293 1.933330 0.1124 0.0452 0.0950 0.488
H -3.476770 -1.596385 0.717889 -0.1076 -0.2362 -0.1920 0.500
O -3.922638 -1.626282 1.585702 -0.2017 -0.0634 0.1104 -0.982
H 2.476262 3.657873 -2.358028 -0.5627 -0.7086 0.2058 0.503
H 1.249021 2.676819 -2.379989 0.3130 -1.0937 0.1334 0.470
O 1.543380 3.544037 -2.605540 -0.0796 1.6725 -0.7197 -0.969
H -0.138223 3.971942 -1.511613 -0.1354 0.7661 0.0750 0.480
H -0.231601 3.842219 -0.033310 -0.2604 0.4097 0.1387 0.478
O -0.651010 4.334919 -0.762205 0.4197 -0.9392 -0.1318 -0.971
H -3.195153 -0.164874 2.135428 -0.3896 -0.8763 0.2579 0.513
H -2.733475 0.877250 1.154838 -0.2503 0.1308 0.3792 0.476
O -2.862465 0.740341 2.113797 0.5786 1.2078 -0.8443 -0.980
H -0.428019 1.463818 3.726881 -0.0350 -0.4713 -0.7836 0.485
H -1.234975 1.097441 2.446234 -0.1491 -0.4607 0.4002 0.523
O -0.326033 1.059297 2.837323 0.3832 0.9989 1.0362 -1.013
H 0.655295 2.393861 2.044553 0.0346 0.4925 -0.5189 0.508
H 1.228518 3.843812 1.928413 0.2349 0.7410 0.5396 0.480
O 0.965254 3.095325 1.415944 -0.3820 -1.1774 -0.0994 -0.997
```
Positions in Å, forces in eV/Å.

Its energy above the lowest of the compared OMol25 structures with the same formula, charge and spin is 2.404 eV. Its total energy is -35399.9696 eV. Its total charge is 0. As for the LUMO energy: 0.03 eV. As for the gap between HOMO and LUMO: 9.5 eV.